A single C16H22N2O2 molecule, computed with the ωB97M-V functional and the def2-TZVPD basis.

Last column: natural (NBO) charge in e.
Element x y z (Å)
1 C -4.512 -2.508 -0.794  -0.597
2 H -5.384 -2.765 -0.197  0.208
3 H -4.041 -3.430 -1.129  0.208
4 H -4.846 -1.956 -1.669  0.203
5 C -3.531 -1.672 0.022  -0.215
6 C -4.185 -0.379 0.512  -0.405
7 C -3.177 0.477 1.277  -0.224
8 N -2.026 0.762 0.442  -0.429
9 C -1.830 2.022 0.012  0.667
10 O -2.523 2.956 0.380  -0.639
11 C -0.646 2.285 -0.927  -0.316
12 N 0.601 2.314 -0.195  -0.609
13 C 1.606 1.434 -0.400  0.686
14 O 1.525 0.525 -1.200  -0.627
15 C 2.833 1.710 0.467  -0.542
16 C 3.834 0.597 0.350  0.089
17 C 3.837 -0.450 1.261  -0.239
18 C 4.740 -1.490 1.133  -0.203
19 C 5.648 -1.497 0.089  -0.220
20 C 5.646 -0.460 -0.828  -0.191
21 C 4.744 0.580 -0.698  -0.233
22 H 4.742 1.385 -1.419  0.209
23 H 6.349 -0.463 -1.648  0.211
24 H 6.353 -2.309 -0.011  0.212
25 H 4.733 -2.299 1.850  0.212
26 H 3.127 -0.451 2.076  0.205
27 H 3.271 2.653 0.131  0.235
28 H 2.508 1.828 1.504  0.228
29 H 0.699 3.044 0.493  0.401
30 H -0.556 1.534 -1.713  0.240
31 H -0.823 3.266 -1.382  0.224
32 C -1.339 -0.436 0.013  -0.229
33 H -0.449 -0.206 -0.567  0.247
34 C -2.289 -1.319 -0.799  -0.404
35 H -1.764 -2.225 -1.102  0.214
36 H -2.592 -0.784 -1.702  0.199
37 H -1.022 -0.979 0.912  0.188
38 H -3.621 1.429 1.571  0.248
39 H -2.837 -0.055 2.173  0.185
40 H -5.033 -0.604 1.160  0.211
41 H -4.554 0.190 -0.344  0.203
42 H -3.216 -2.255 0.895  0.191

Force components x, y, z for each atom (eV/Å):
0.2098 0.0602 0.2452
-0.1355 -0.0589 0.0179
-0.0005 -0.1305 -0.0796
-0.0568 0.0606 -0.1253
-0.2244 0.1162 -0.3874
0.3165 -0.1776 0.2494
-0.4304 0.2786 0.0985
-0.1806 -0.2851 0.2742
0.3831 0.1779 -0.2448
-0.1165 0.3567 -0.0424
-0.1890 0.0719 -0.1111
-0.3603 0.2819 0.0859
0.0642 0.2351 0.2586
0.1688 -0.1832 -0.1962
0.0763 -0.3280 -0.2199
0.0313 0.0673 0.0745
-0.0019 0.0977 -0.0228
0.0093 -0.1030 0.0490
0.0428 -0.0821 0.0037
0.0553 0.0114 -0.0769
-0.0215 0.0132 0.0780
-0.0047 0.0862 -0.0792
0.0525 0.0009 -0.0613
0.0538 -0.0571 -0.0058
0.0031 -0.0564 0.0526
-0.0695 0.0112 0.0832
-0.0423 0.0228 0.0796
0.0204 0.0815 -0.0234
0.1301 -0.0942 -0.0140
0.0176 0.0891 0.0688
-0.0679 -0.2155 0.0698
0.1593 -0.2144 -0.4431
-0.0267 0.0409 0.1046
0.0831 -0.0914 0.4500
0.0176 -0.0534 -0.0718
-0.0011 0.0230 -0.1005
0.0535 0.0185 -0.0525
0.1000 -0.1697 0.0473
-0.0117 0.0219 -0.0051
-0.0817 0.0056 -0.0008
-0.0640 0.0436 -0.0515
0.0388 0.0268 0.0246

Calculated values
- Structure (SMILES): CC1CCN(C(=O)CNC(=O)Cc2ccccc2)CC1
- HOMO: -9.1 eV
- Calculated total energy: -24025.666 eV
- Energy relative to the best compared isomer or geometry (same formula, charge and spin): 11.8 kcal/mol

A molecular structure, C16H22N4O2S, computed with the ωB97M-V functional and the def2-TZVPD basis.

Last column: natural (NBO) charge in e.
Element x y z (Å)
1 C -2.403 -1.877 -2.402  -0.621
2 C -1.514 -2.261 -1.227  -0.372
3 C 0.002 -2.120 -1.503  -0.261
4 C 0.467 -3.058 -2.620  -0.583
5 C 0.321 -0.736 -1.893  0.324
6 N 0.603 0.337 -2.195  -0.355
7 C 0.759 -2.470 -0.199  0.709
8 O 1.343 -3.530 -0.083  -0.621
9 N 0.700 -1.532 0.773  -0.616
10 C 1.370 -1.697 2.052  -0.279
11 C 2.507 -0.721 2.166  -0.157
12 C 2.644 0.265 3.048  -0.217
13 C 1.653 0.644 4.114  -0.268
14 N 0.830 1.800 3.704  -0.610
15 C 0.030 1.595 2.598  0.713
16 O -0.699 0.629 2.508  -0.612
17 C -0.002 2.728 1.590  -0.538
18 C -0.773 2.438 0.341  -0.215
19 C -0.623 3.073 -0.855  -0.291
20 C -1.532 2.575 -1.827  0.216
21 C -1.564 2.996 -3.262  -0.646
22 N -2.340 1.635 -1.401  -0.631
23 S -2.025 1.280 0.172  0.663
24 H -3.451 -1.959 -2.112  0.222
25 H -2.231 -0.841 -2.698  0.230
26 H -2.246 -2.526 -3.263  0.203
27 H -1.771 -1.648 -0.361  0.218
28 H -1.681 -3.302 -0.939  0.216
29 H 1.544 -2.989 -2.758  0.229
30 H 0.227 -4.084 -2.349  0.233
31 H -0.023 -2.802 -3.557  0.216
32 H 0.164 -0.688 0.625  0.420
33 H 0.646 -1.587 2.856  0.214
34 H 1.757 -2.715 2.067  0.246
35 H 3.275 -0.839 1.407  0.211
36 H 3.523 0.899 2.973  0.201
37 H 0.971 -0.172 4.340  0.222
38 H 2.153 0.910 5.045  0.214
39 H 1.385 2.642 3.622  0.372
40 H -0.431 3.590 2.114  0.253
41 H 1.022 3.006 1.328  0.240
42 H 0.109 3.844 -1.049  0.222
43 H -1.141 3.990 -3.395  0.214
44 H -0.971 2.293 -3.850  0.239
45 H -2.584 2.988 -3.642  0.230

Force components x, y, z for each atom (eV/Å):
-0.0262 0.0095 0.0297
-0.0164 0.0027 -0.0001
-0.0333 -0.0101 -0.0396
0.0080 -0.0113 -0.0259
0.0167 0.0006 0.1120
0.0161 -0.0280 -0.0652
0.1205 0.1111 -0.0104
-0.0199 -0.0297 0.0145
-0.0562 -0.0664 -0.0603
0.0293 -0.0158 0.0002
0.0054 0.0172 -0.0021
-0.0058 0.0074 0.0215
-0.3739 -0.1329 0.2427
0.6420 0.0165 -0.5063
-0.6540 0.4172 0.4953
0.3955 -0.3032 -0.2551
-0.0349 -0.0118 0.0317
-0.0256 -0.0140 0.0122
0.0112 0.0135 0.0111
-0.0479 -0.0374 -0.0334
0.0258 0.0076 -0.0127
-0.0124 0.0401 0.0406
0.0091 0.0114 -0.0108
-0.0008 -0.0081 -0.0046
0.0089 0.0020 -0.0129
0.0098 0.0080 -0.0034
-0.0053 0.0065 -0.0088
0.0115 -0.0043 -0.0026
-0.0039 0.0014 0.0139
-0.0068 0.0016 0.0021
-0.0033 -0.0003 0.0040
-0.0044 0.0039 0.0373
-0.0084 0.0297 0.0027
-0.0153 0.0023 0.0068
0.0076 -0.0120 0.0080
-0.0019 -0.0003 -0.0026
0.0074 -0.0034 0.0054
0.0241 0.0128 -0.0102
0.0073 -0.0191 0.0024
-0.0123 0.0104 -0.0355
0.0059 -0.0189 -0.0070
0.0051 -0.0017 0.0001
-0.0056 0.0042 0.0164
0.0073 0.0130 -0.0118
0.0002 -0.0221 0.0105

Calculated values
- HOMO: -9.0 eV
- Calculated total energy: -37840.264 eV
- Energy relative to the best compared isomer or geometry (same formula, charge and spin): 23.8 kcal/mol